{
  "formula": "C24H55FI3N15O11PS",
  "method": "ωB97M-V/def2-TZVPD",
  "mol_weight_g_mol": 1192.549,
  "charge": 1,
  "de_lowest_kj_mol": 0.0,
  "lumo_ev": -3.52,
  "e_homo_ev": -10.91,
  "elements": ["C", "C", "C", "N", "N", "C", "S", "C", "N", "C", "C", "C", "O", "C", "C", "C", "P", "O", "O", "O", "C", "I", "C", "I", "C", "C", "I", "C", "F", "C", "C", "O", "H", "H", "H", "H", "H", "H", "H", "H", "H", "H", "H", "H", "H", "H", "H", "H", "H", "H", "H", "H", "H", "H", "H", "H", "H", "H", "H", "H", "H", "H", "H", "C", "O", "N", "N", "H", "H", "H", "H", "C", "O", "N", "N", "H", "H", "H", "H", "C", "O", "N", "N", "H", "H", "H", "H", "C", "O", "N", "N", "H", "H", "H", "H", "C", "O", "N", "N", "H", "H", "H", "H", "C", "O", "N", "N", "H", "H", "H", "H"],
  "xyz": [[-0.733, 2.359, 0.187], [-1.261, 1.059, 0.777], [-0.513, -0.262, 0.620], [0.953, -0.318, 1.013], [1.106, 0.525, 2.160], [0.493, 0.394, 3.200], [-0.352, 0.324, 4.489], [1.494, -1.748, 1.253], [0.819, -2.374, 2.344], [1.303, -2.683, 0.020], [-0.101, -3.182, -0.381], [-0.439, -2.873, -1.832], [-1.547, -3.629, -2.219], [-2.213, -3.059, -3.348], [3.039, -1.488, 1.511], [3.299, -1.077, 2.987], [4.039, -3.069, 1.567], [3.662, -3.804, 2.779], [5.537, -2.516, 1.544], [3.908, -3.992, 0.279], [3.398, -0.324, 0.473], [4.375, -1.308, -1.312], [4.501, 0.730, 0.835], [4.294, 2.000, 2.593], [4.937, 1.685, -0.318], [4.518, 3.157, -0.328], [7.100, 1.646, -0.355], [2.020, 0.272, -0.016], [2.071, 1.596, 0.274], [1.553, 0.265, -1.465], [2.232, 1.320, -2.342], [2.837, 1.037, -3.335], [-0.474, 2.302, -0.869], [0.098, 2.758, 0.759], [-1.508, 3.116, 0.275], [-1.466, 1.231, 1.835], [-2.242, 0.839, 0.347], [-0.992, -1.000, 1.258], [-0.594, -0.655, -0.381], [0.159, -1.849, 2.885], [1.406, -2.995, 2.884], [1.841, -2.333, -0.850], [1.808, -3.565, 0.387], [-0.884, -2.819, 0.273], [-0.126, -4.267, -0.294], [0.428, -3.124, -2.463], [-0.636, -1.807, -2.003], [-2.704, -2.125, -3.054], [-2.970, -3.765, -3.672], [-1.503, -2.851, -4.149], [2.976, -0.077, 3.199], [2.810, -1.767, 3.662], [4.363, -1.113, 3.216], [6.055, -3.018, 2.193], [4.737, -4.066, -0.210], [5.347, 0.120, 1.128], [4.695, 1.264, -1.283], [3.486, 3.297, -0.024], [5.170, 3.786, 0.268], [4.606, 3.513, -1.357], [0.502, 0.553, -1.468], [1.605, -0.694, -1.962], [2.070, 2.366, -2.038], [-4.263, -6.202, -2.123], [-4.745, -5.265, -2.750], [-3.063, -6.111, -1.486], [-4.919, -7.391, -1.993], [-2.676, -6.864, -0.950], [-2.561, -5.238, -1.562], [-5.807, -7.483, -2.449], [-4.560, -8.165, -1.468], [-7.609, -4.717, 0.368], [-8.025, -4.792, 1.510], [-6.320, -5.020, 0.027], [-8.399, -4.320, -0.679], [-5.966, -4.953, -0.913], [-5.712, -5.318, 0.765], [-9.353, -4.093, -0.473], [-8.068, -4.255, -1.623], [-0.008, -1.839, -7.030], [-0.496, -2.029, -5.924], [1.327, -1.982, -7.272], [-0.768, -1.471, -8.100], [1.744, -1.832, -8.171], [1.909, -2.253, -6.503], [-1.753, -1.366, -7.951], [-0.393, -1.314, -9.016], [-1.287, 6.523, 0.948], [-0.662, 5.470, 0.876], [-0.791, 7.608, 1.609], [-2.513, 6.704, 0.385], [-1.289, 8.474, 1.689], [0.110, 7.516, 2.039], [-2.915, 5.931, -0.110], [-3.049, 7.554, 0.466], [-5.895, 7.645, 0.874], [-4.923, 8.316, 1.187], [-5.958, 6.304, 1.137], [-6.980, 8.181, 0.249], [-6.747, 5.731, 0.907], [-5.179, 5.900, 1.624], [-6.958, 9.164, 0.053], [-7.791, 7.649, -0.006], [5.748, 3.676, 6.029], [4.791, 4.165, 5.447], [6.499, 2.697, 5.440], [6.120, 4.056, 7.285], [7.279, 2.233, 5.864], [6.194, 2.466, 4.513], [5.577, 4.773, 7.728], [6.905, 3.666, 7.770]]
}

---

{
  "formula": "C4H9NO2",
  "method": "ωB97M-V/def2-TZVPD",
  "mol_weight_g_mol": 103.121,
  "smiles": "C[C@@H](CO)NC=O",
  "de_lowest_kj_mol": 323.2,
  "lumo_ev": 0.76,
  "e_homo_ev": -9.98,
  "elements": ["C", "C", "C", "O", "N", "C", "O", "H", "H", "H", "H", "H", "H", "H", "H", "H"],
  "xyz": [[1.367, -0.239, 0.693], [-0.353, 0.069, 0.553], [-0.560, 1.408, -0.160], [-1.905, 1.732, -0.428], [-1.015, -0.969, -0.232], [0.212, -1.334, -0.895], [0.656, -0.786, -1.869], [1.494, -0.864, 1.578], [1.662, 0.783, 0.858], [2.163, -0.607, -0.014], [-0.702, 0.080, 1.595], [-0.180, 2.207, 0.478], [0.038, 1.352, -1.078], [-2.229, 1.092, -1.076], [-1.315, -1.732, 0.378], [0.665, -2.192, -0.382]]
}

---

{
  "formula": "C3H11NO3",
  "method": "ωB97M-V/def2-TZVPD",
  "mol_weight_g_mol": 109.125,
  "smiles": "NC(CO)CO.O",
  "de_lowest_kj_mol": 196.5,
  "lumo_ev": 0.83,
  "e_homo_ev": -9.40,
  "elements": ["C", "O", "C", "C", "O", "N", "H", "H", "H", "H", "H", "H", "H", "H", "H", "H", "H", "O"],
  "xyz": [[0.955, 0.092, 0.996], [1.007, -1.204, 1.674], [-0.496, 0.517, 0.730], [-0.734, 1.992, 1.095], [-1.996, 2.167, 1.779], [-1.013, 0.289, -0.639], [1.424, 0.757, 1.721], [1.576, -0.116, 0.131], [0.821, -1.086, 2.609], [-1.153, -0.077, 1.348], [-0.779, 2.613, 0.197], [-0.015, 2.363, 1.826], [-2.714, 1.964, 1.166], [-0.498, 0.805, -1.338], [-0.898, -0.703, -0.771], [0.964, -2.974, -4.495], [1.876, -4.156, -4.129], [1.672, -3.243, -3.902]]
}

---

| no. | orbital gap (Ha) |
| --- | --- |
| 1 | 0.2717 |
| 2 | 0.3948 |
| 3 | 0.3760 |